Here is a gas-phase ion, C4H5N2S (charge +1) from OMol25. Energies are from ωB97M-V/def2-TZVPD.

Computed properties:
Charge = +1
HOMO energy (spin up / spin down) = -12.11 / -12.11 eV
Multiplicity = 1
Orbital gap (spin up / spin down) = 6.281 / 6.280 eV
E_LUMO (spin up / spin down) = -5.83 / -5.83 eV

CARTESIAN COORDINATES (ANGSTROEM)
C -0.0109 2.5494 0.0610
C -0.2103 0.4640 -1.0255
C -0.1867 -0.9188 1.7684
C 0.3560 -0.8988 -0.7283
N -0.0663 1.6134 -0.6434
N -0.1183 -1.5005 0.6835
S -0.1281 -0.3099 3.1851
H 0.4950 3.5084 0.0160
H -1.0944 0.5006 -1.6774
H -0.0818 -1.6301 -1.3998
H 1.5229 -0.9673 -0.7338
H -0.4772 -2.4105 0.4942

---

Here is a single C6H10N2O molecule from OMol25. Energies are from ωB97M-V/def2-TZVPD.

Computed properties:
HOMO energy = -9.32 eV
SMILES string = C=C(C)/N=C(\C)C(N)=O
Multiplicity = 1
Orbital gap = 10.205 eV
E_LUMO = 0.88 eV

CARTESIAN COORDINATES (ANGSTROEM)
C -0.3496 1.9512 -0.2716
C 1.8027 -1.8416 -0.7206
C -2.4240 0.3330 0.0961
C -0.7569 0.5437 -0.0010
C 1.3605 -0.5961 -0.0018
N -2.8436 -0.6364 0.9531
C 2.2509 0.2825 0.4632
N -0.1490 -0.5490 0.2187
O -3.1683 1.0117 -0.5865
H -3.8227 -0.8902 0.9542
H -2.1635 -1.3177 1.2664
H 0.0833 2.3831 0.6343
H 0.3614 1.9947 -1.0981
H -1.2208 2.5557 -0.5366
H 1.3937 -1.8727 -1.7354
H 1.4499 -2.7281 -0.1822
H 2.8944 -1.9190 -0.7949
H 3.3193 0.0790 0.4065
H 1.9824 1.2163 0.9364

---

Across the entries above, maximum force takes the values 7.2; 3.5 eV Å⁻¹, respectively.